Run 1
C4H8O2S | wB97M-V/def2-TZVPD

Geometry (Å):
O 1.2420 1.7174 0.7402
C 0.3287 1.1094 1.5993
C -0.4940 -0.0090 0.8723
O 0.3412 -0.9668 0.3643
C 0.4936 -0.9344 -1.0170
C -0.9218 -0.6609 -1.6159
S -1.4543 0.7125 -0.5083
H 1.6767 0.9969 0.2230
H 0.8372 0.5947 2.4660
H -0.3167 1.9068 1.9636
H -1.2035 -0.5028 1.6700
H 0.8238 -1.9095 -1.3425
H 1.1733 -0.1839 -1.3168
H -0.9238 -0.3672 -2.6597
H -1.6025 -1.5034 -1.4384

As for the net charge: 0. Its lowest unoccupied orbital energy is 0.809 eV. As for the SMILES: OC[C@@H]1OCCS1. The calculation puts the HOMO-LUMO gap at 9.5752 eV. Its multiplicity is 1.


Run 2
C4H8O2S | wB97M-V/def2-TZVPD

Geometry (Å):
O 1.8085 -0.1435 1.0292
C 1.8563 -0.0960 -0.3582
C 0.4226 -0.1453 -1.0010
O -0.3797 1.0284 -0.7980
C -1.1216 0.9356 0.4080
C -1.7594 -0.3849 0.3827
S -0.5154 -1.4796 -0.2180
H 1.2764 -0.9114 1.2251
H 2.4188 0.7717 -0.5625
H 2.3745 -1.0286 -0.7894
H 0.4236 -0.3107 -2.0860
H -1.7912 1.8072 0.4140
H -0.3975 1.0168 1.2857
H -2.0057 -0.6914 1.4070
H -2.6099 -0.3684 -0.3387

As for the net charge: 0. Its lowest unoccupied orbital energy is 0.778 eV. As for the SMILES: OC[C@@H]1OCCS1. The calculation puts the HOMO-LUMO gap at 9.9131 eV. Its multiplicity is 1.


Which of them is the least stable? Correct choice: run 1.


Run 1
C3H8N2S2 | wB97M-V/def2-TZVPD

Geometry (Å):
C 0.4543 1.8481 -0.0212
C -0.2618 0.5547 -0.1954
N -1.5414 0.6316 -0.3333
S -2.3464 -0.8448 -0.6981
N 0.4383 -0.6811 -0.1743
C 0.4858 -1.4061 1.1106
S 1.9054 -0.6955 -1.0176
H 0.3243 2.5322 -0.9082
H -0.0516 2.4841 0.7288
H 1.4654 1.6980 0.2474
H -3.5838 -0.3200 -0.7214
H 0.9469 -2.3870 0.9859
H -0.5948 -1.5993 1.3589
H 1.0016 -0.8107 1.8504
H 1.3578 -1.0041 -2.2125

As for the net charge: 0. Its lowest unoccupied orbital energy is 0.742 eV. As for the SMILES: C/C(=N/S)N(C)S. The calculation puts the HOMO-LUMO gap at 9.2132 eV. Its multiplicity is 1.


Run 2
C3H8N2S2 | wB97M-V/def2-TZVPD

Geometry (Å):
N -1.2085 2.0456 -0.3324
N -0.1126 1.5914 0.3044
C 0.1337 0.3352 0.2291
C -0.7147 -0.6239 -0.6307
S -2.3448 -1.0557 0.0612
C 1.3706 -0.1427 0.9175
S 2.6959 -0.4723 -0.2969
H -1.9854 1.3895 -0.3931
H -1.4721 2.9674 0.0395
H -0.9590 -0.1973 -1.5993
H -0.1619 -1.5638 -0.7522
H -1.9136 -1.3120 1.3381
H 1.6747 0.5949 1.6467
H 1.1548 -1.0727 1.4208
H 2.5546 0.7720 -0.8293

As for the net charge: 0. Its lowest unoccupied orbital energy is 0.666 eV. As for the SMILES: NN=C(CS)CS. The calculation puts the HOMO-LUMO gap at 9.3318 eV. Its multiplicity is 1.


Which of them is the least stable? Correct choice: run 1.


Run 1
C2HCl2NO | wB97M-V/def2-TZVPD

Geometry (Å):
C -1.3866 0.2824 0.2125
C 1.7460 -0.3674 -0.3483
N -1.0821 1.1164 1.0372
O -1.8399 -0.3767 -0.6460
Cl 1.1462 -1.9336 -0.4010
Cl 2.2633 0.1622 -1.8032
H -0.8468 1.1167 1.9488

As for the net charge: 0. Its lowest unoccupied orbital energy is -0.905 eV. The calculation puts the HOMO-LUMO gap at 8.4779 eV. Its multiplicity is 1.


Run 2
C2HCl2NO | wB97M-V/def2-TZVPD

Geometry (Å):
C 0.5469 1.8034 0.2281
C -1.1323 -1.6159 -0.1522
N 0.8145 0.8002 0.7796
O 0.6231 2.7775 -0.3964
Cl 0.3282 -2.3054 0.1029
Cl -1.5132 -1.3753 -1.7316
H 0.3328 -0.0846 1.1696

As for the net charge: 0. Its lowest unoccupied orbital energy is -1.257 eV. The calculation puts the HOMO-LUMO gap at 8.3891 eV. Its multiplicity is 1.


Which of them is the least stable? Correct choice: run 2.


Run 1
C3H11N3 | wB97M-V/def2-TZVPD

Geometry (Å):
C 2.7084 -3.9570 -3.7002
C 2.3290 -5.1982 -3.2724
N 2.8826 -5.5267 -2.0121
H 2.7110 -2.9596 -3.1956
H 2.9949 -3.7203 -4.7891
H 2.0651 -5.9168 -3.9727
H 3.2963 -4.5842 -1.7268
H 3.4446 -6.3953 -1.9816
N -1.7522 4.6717 3.8300
C -2.2637 3.7673 2.6882
N -3.2805 4.6418 1.9601
H -0.8004 4.8544 3.5575
H -2.5104 5.3586 3.8432
H -1.4794 3.4692 1.9939
H -2.6268 2.7995 3.0158
H -3.5080 3.8480 1.2414
H -4.2105 4.8477 2.5203

As for the net charge: 0. Its lowest unoccupied orbital energy is 0.993 eV. As for the SMILES: C=CN.NCN. The calculation puts the HOMO-LUMO gap at 8.7810 eV. Its multiplicity is 1.


Run 2
C3H11N3 | wB97M-V/def2-TZVPD

Geometry (Å):
H 3.3885 2.4213 -0.4850
N 3.5330 1.4270 -0.6000
C 2.6701 0.7423 0.0763
N 2.3940 -0.6476 -0.1560
H 2.0552 1.3060 0.7583
H 1.3924 -1.0805 0.0486
H 3.0488 -1.2421 -0.8745
C -2.2704 -0.3928 1.2942
C -1.8626 -0.7684 -0.1721
N -1.3917 0.5290 -0.8973
H -2.6525 0.6227 1.3062
H -2.9115 -1.0897 1.8069
H -1.2279 -0.4743 1.8272
H -0.8926 -1.2280 -0.0844
H -2.4652 -1.3028 -0.8696
H -0.6829 0.1694 -1.5799
H -2.1246 1.0087 -1.3989

As for the net charge: 0. Its lowest unoccupied orbital energy is 0.781 eV. As for the SMILES: [H]/N=C/N.CCN. The calculation puts the HOMO-LUMO gap at 9.8615 eV. Its multiplicity is 1.


Run 3
C3H11N3 | wB97M-V/def2-TZVPD

Geometry (Å):
N -1.5097 -1.2269 1.4306
C -1.5208 0.2206 1.1469
C -0.1557 0.6674 0.6763
N 0.1248 0.0914 -0.6394
C 1.5111 0.3478 -1.0252
N 1.8593 -0.1643 -2.3257
H -1.1440 -1.3865 2.3639
H -2.4544 -1.5901 1.4564
H -2.2316 0.4004 0.3435
H -1.8489 0.8243 2.0048
H 0.6332 0.3894 1.3979
H -0.1538 1.7524 0.5447
H 0.0221 -0.9190 -0.5460
H 1.6930 1.4225 -1.0293
H 2.2143 -0.0856 -0.2894
H 1.5258 -1.1171 -2.4376
H 1.4354 0.3734 -3.0725

As for the net charge: 0. Its lowest unoccupied orbital energy is 1.134 eV. As for the SMILES: NCCNCN. The calculation puts the HOMO-LUMO gap at 10.0252 eV. Its multiplicity is 1.


Which of them is the least stable? Correct choice: run 1.


Run 1
C3H11N3 | wB97M-V/def2-TZVPD

Geometry (Å):
C -2.2432 -0.7861 -0.5668
N -2.2070 0.3962 -0.9935
C -1.7317 1.4286 -0.0952
H -2.5642 -1.5598 -1.2543
H -1.9592 -1.0316 0.4593
H -1.7795 1.1089 0.9463
H -2.2922 2.3552 -0.2275
H -0.6971 1.6553 -0.3493
N 1.5462 0.3653 -0.5799
C 1.4799 -0.1924 0.8245
N 2.5170 -1.1431 1.1778
H 2.3510 -0.0898 -1.0154
H 0.7836 -0.0866 -1.0853
H 1.6126 0.6626 1.4769
H 0.5173 -0.6894 0.9525
H 2.7847 -1.7913 0.4496
H 3.3574 -0.6708 1.4933

As for the net charge: 0. Its lowest unoccupied orbital energy is 1.024 eV. As for the SMILES: C=NC.NCN. The calculation puts the HOMO-LUMO gap at 10.1947 eV. Its multiplicity is 1.


Run 2
C3H11N3 | wB97M-V/def2-TZVPD

Geometry (Å):
N -1.6146 0.4134 1.7049
C -0.4286 1.3092 1.3851
C 0.6025 0.5435 0.5272
N -0.0418 0.0033 -0.6420
C 0.9293 -0.9558 -1.2935
N 0.5559 -1.4797 -2.6026
H -1.4392 -0.2999 2.4136
H -2.4063 0.9813 1.9917
H -0.8873 2.1386 0.8206
H 0.1330 1.6439 2.2374
H 1.1179 -0.1737 1.2035
H 1.4161 1.2631 0.2370
H -0.8284 -0.5382 -0.2970
H 1.8383 -0.3205 -1.5049
H 1.1568 -1.7336 -0.5586
H -0.2650 -2.0698 -2.4488
H 0.1613 -0.7252 -3.1738

As for the net charge: 0. Its lowest unoccupied orbital energy is 1.111 eV. As for the SMILES: NCCNCN. The calculation puts the HOMO-LUMO gap at 10.1361 eV. Its multiplicity is 1.


Which of them is the least stable? Correct choice: run 1.


Run 1
C3H11N3 | wB97M-V/def2-TZVPD

Geometry (Å):
H -0.0923 4.3564 0.3469
N 0.7667 4.0237 0.7581
C 1.8449 4.5981 0.4366
N 3.0319 4.1640 0.9403
H 1.8963 5.4320 -0.2690
H 3.8911 4.6390 0.7559
H 2.9682 3.3033 1.4551
C -2.6369 -3.0231 -0.5682
N -1.3054 -2.8414 -1.1187
C -0.2446 -3.3075 -0.1945
H -3.3629 -3.0474 -1.3732
H -2.7080 -3.9696 -0.0454
H -2.9607 -2.2335 0.0993
H -1.1005 -1.8637 -1.3113
H -0.2434 -2.7299 0.7465
H 0.7185 -3.1530 -0.6670
H -0.4627 -4.3474 0.0087

As for the net charge: 0. Its lowest unoccupied orbital energy is 1.068 eV. As for the SMILES: [H]/N=C/N.CNC. The calculation puts the HOMO-LUMO gap at 9.7066 eV. Its multiplicity is 1.


Run 2
C3H11N3 | wB97M-V/def2-TZVPD

Geometry (Å):
C -0.6953 0.5148 -2.4148
N -0.6097 1.2270 -1.3858
C 0.3088 2.3565 -1.4572
H -1.2052 -0.4407 -2.3363
H -0.3087 0.7396 -3.4181
H 1.2525 1.9985 -1.0480
H 0.4731 2.6610 -2.5007
H -0.0414 3.1996 -0.8770
N 0.3518 -0.4596 2.5908
C 0.4154 -1.0922 1.2964
N -0.4912 -2.2169 0.9694
H 0.7767 -1.0419 3.3065
H -0.6073 -0.3520 2.9032
H 1.4223 -1.4643 1.1332
H 0.3194 -0.3630 0.4995
H -1.3337 -2.1781 1.5382
H -0.0273 -3.0883 1.2008

As for the net charge: 0. Its lowest unoccupied orbital energy is 1.168 eV. As for the SMILES: C=NC.NCN. The calculation puts the HOMO-LUMO gap at 10.2383 eV. Its multiplicity is 1.


Run 3
C3H11N3 | wB97M-V/def2-TZVPD

Geometry (Å):
H -1.0829 2.1136 4.0291
N -0.2662 1.5477 4.2412
C 0.0525 0.9086 3.1843
N 0.5980 -0.3269 3.1205
H -0.0418 1.4087 2.2108
H 0.9598 -0.8483 2.3440
H 0.5056 -0.8812 3.9480
C -0.8105 0.2588 -1.6710
C 0.4661 -0.2635 -2.3235
N 0.3582 -1.5004 -3.1024
H -0.7788 1.3436 -1.5792
H -0.8707 -0.1119 -0.6414
H -1.6387 -0.1047 -2.2674
H 1.4060 -0.2901 -1.7591
H 0.7766 0.4630 -3.0849
H 0.2518 -2.3442 -2.5847
H 0.1150 -1.3728 -4.0646

As for the net charge: 0. Its lowest unoccupied orbital energy is 0.725 eV. As for the SMILES: [H]/N=C/N.CCN. The calculation puts the HOMO-LUMO gap at 9.6080 eV. Its multiplicity is 1.


Which of them is the least stable? Correct choice: run 2.


Run 1
C5H13NOS | wB97M-V/def2-TZVPD

Geometry (Å):
C 0.7204 0.7594 -2.3831
C 0.0066 -0.2072 -1.4133
C 0.9140 -0.5221 -0.2107
C 1.2711 0.6421 0.6886
S 1.5577 0.1823 2.4149
N -1.2930 0.4182 -1.0496
C -1.9955 -0.2089 0.0126
O -2.7665 -1.2858 -0.5124
H 0.2248 1.7297 -2.3515
H 1.7583 0.9235 -2.1157
H 0.6497 0.3026 -3.3686
H -0.2922 -1.1558 -1.8525
H 1.7825 -1.0150 -0.6027
H 0.4737 -1.3236 0.3867
H 2.0890 1.2414 0.2826
H 0.4988 1.4154 0.7091
H 2.3857 -0.8287 2.1257
H -1.1492 1.3841 -0.7865
H -2.7201 0.4623 0.4933
H -1.4086 -0.5816 0.8549
H -2.7838 -1.1736 -1.4696

As for the net charge: 0. Its lowest unoccupied orbital energy is 0.866 eV. As for the SMILES: C[C@@H](CCS)NCO. The calculation puts the HOMO-LUMO gap at 10.0744 eV. Its multiplicity is 1.


Run 2
C5H13NOS | wB97M-V/def2-TZVPD

Geometry (Å):
C -1.7453 -1.0272 0.8881
C -0.9469 1.3760 0.8946
C -1.9509 0.3901 -1.2339
C 3.3923 -0.8308 0.1622
C -1.4547 0.2203 0.1450
N 0.9783 -0.7225 -0.7790
O 2.3357 1.4552 -0.7749
S 1.9069 0.3045 0.0406
H -1.1094 -1.1085 1.7668
H -2.7872 -1.0243 1.2266
H -1.6017 -1.9057 0.2625
H -1.0441 2.3040 0.3356
H 0.1292 1.2372 1.1170
H -1.4409 1.4649 1.8651
H -1.3735 1.1416 -1.7672
H -1.9346 -0.5482 -1.7821
H -2.9885 0.7418 -1.2074
H 3.8337 -0.8752 -0.8280
H 3.0195 -1.7991 0.4702
H 4.0907 -0.4178 0.8810
H 0.6913 -0.3762 -1.6829

As for the net charge: 0. Its lowest unoccupied orbital energy (spin up / spin down) is -1.144 / 0.123 eV. The calculation puts the HOMO-LUMO gap (spin up / spin down) at 6.0696 / 8.2275 eV. Its multiplicity is 1.


Run 3
C5H13NOS | wB97M-V/def2-TZVPD

Geometry (Å):
C -0.8870 -1.8423 -0.5103
C -1.6797 -0.0355 1.0960
C -0.6853 0.5978 -1.1450
C 2.8822 1.2996 0.0520
C -0.7999 -0.4181 -0.0506
N 1.0446 -0.3400 0.8165
O 3.2085 -1.3240 -0.0813
S 2.1861 -0.3374 -0.4379
H -1.7843 -1.9690 -1.1182
H -0.0270 -2.1058 -1.1226
H -0.9514 -2.5291 0.3323
H -1.5198 1.0025 1.3785
H -1.4958 -0.6635 1.9640
H -2.7254 -0.1577 0.8016
H -0.3705 1.5596 -0.7504
H 0.0191 0.2785 -1.9112
H -1.6634 0.7282 -1.6107
H 3.5265 1.6661 -0.7422
H 3.4505 1.1654 0.9654
H 2.0511 1.9755 0.2152
H 1.0654 -1.2360 1.2869

As for the net charge: 0. Its lowest unoccupied orbital energy is 0.674 eV. The calculation puts the HOMO-LUMO gap at 8.9778 eV. Its multiplicity is 1.


Which of them is the least stable? Correct choice: run 2.